{
  "formula": "C18H54BF4O9",
  "method": "the ωB97M-V functional and the def2-TZVPD basis",
  "species": ["O", "H", "H", "B", "H", "C", "H", "H", "H", "H", "H", "H", "H", "C", "H", "H", "O", "H", "H", "H", "C", "H", "H", "H", "H", "H", "H", "H", "H", "H", "C", "H", "F", "H", "H", "H", "H", "H", "C", "H", "H", "H", "O", "H", "C", "C", "C", "O", "C", "H", "C", "O", "F", "H", "H", "H", "H", "H", "C", "H", "H", "F", "C", "C", "F", "O", "H", "O", "H", "C", "C", "C", "H", "H", "H", "C", "H", "H", "C", "O", "H", "H", "H", "O", "H", "H"],
  "coordinates": [[-0.75635, 2.35724, -2.08924], [-2.53835, 0.91824, 0.44376], [1.24865, 0.18324, 4.11976], [-0.09435, -0.48976, 0.18476], [1.39565, -0.94876, 3.01976], [3.70865, -0.57576, -4.37624], [-2.39835, -5.64176, -1.38924], [-0.99735, 1.54324, -3.81224], [3.62465, 0.20224, -5.05724], [6.34865, -1.82476, 0.05476], [-2.11535, -0.40276, 5.73176], [2.09065, 1.58724, -0.40424], [0.87665, 1.93024, 1.50476], [-3.32935, -1.56576, -1.83924], [-2.64535, 3.48624, -4.67124], [-2.53735, 3.99624, -3.03324], [-3.34235, 1.24024, 0.79576], [-0.82135, -3.76976, -1.93024], [1.86365, -0.74276, -1.82224], [-0.11435, -3.70976, -0.40324], [1.71765, -0.67376, 4.02476], [-5.32235, 3.12524, -0.29324], [3.91665, -1.49776, -4.70624], [3.84565, -2.24576, 0.42176], [1.92765, -2.33576, 5.31776], [3.21365, 2.08824, 0.75376], [1.88165, 0.37124, -3.40224], [-0.87835, 4.23524, -3.91324], [-1.78835, -5.86776, 0.37676], [3.81065, -0.37176, 3.36576], [-1.18835, 2.25324, 3.91076], [2.56265, -0.78076, 1.20976], [1.08365, -1.02876, 0.60976], [0.29365, -1.79076, 4.94876], [-3.77335, -0.71276, -1.32424], [-5.03835, -2.40076, -2.19724], [-5.01635, 4.23724, 0.73876], [1.59265, -0.87076, 6.02776], [2.48265, 2.30024, 0.30576], [0.06465, 1.94024, 4.02376], [-4.50135, -1.59376, -3.61424], [4.04165, -0.82176, -0.32524], [1.51765, 2.67924, 1.22676], [4.53965, -0.16476, -3.77224], [5.62165, -1.43876, 0.83976], [2.81565, 3.40824, -0.65624], [2.32565, -0.56976, -3.78424], [3.56565, -0.65876, 1.51476], [-1.95335, 3.57824, -3.77924], [1.85365, 4.03124, -1.19924], [4.20965, -1.37976, 0.49976], [2.41165, -1.18276, -2.47424], [-0.38935, 0.69724, 0.77776], [5.95665, -0.44376, 0.88676], [-2.93535, -2.09976, -1.03124], [-2.73435, 3.16824, -0.17724], [-0.28535, 1.52524, -1.96524], [-2.80935, -4.55876, 0.00876], [-1.63435, 2.18324, -3.14724], [1.03965, -4.86676, -1.87924], [-3.14335, 3.30424, 1.41676], [-1.09135, -1.40276, 0.20776], [-1.94935, -5.17276, -0.48124], [-0.68935, -4.42076, -1.02224], [0.01165, -0.20076, -1.22124], [3.12965, -0.15276, 4.09276], [5.75265, -1.70376, 1.90976], [-2.25335, -1.11676, -2.64824], [-1.35935, 2.40824, 3.01476], [-4.89935, 3.09124, 0.62376], [-1.99335, 0.97224, 4.18976], [1.38065, -1.50076, 5.17476], [-3.02235, 1.13724, 3.94576], [3.15165, 4.39324, -0.10724], [-1.72835, 0.27724, 3.59976], [-3.46435, 2.71524, 0.66776], [-2.50835, 1.62024, -2.81324], [1.51365, -1.09876, -4.43624], [-4.27135, -2.26776, -2.78624], [0.26965, -5.37476, -1.46024], [-1.46035, -0.95376, -2.09824], [-5.40435, 2.69524, 1.50976], [-1.47035, 3.04224, 4.34676], [-1.78335, 0.43824, 5.52776], [3.60965, 3.25224, -1.31624], [-3.83835, -3.21976, -3.01224]],
  "forces_ev_per_angstrom": [[0.60, 0.89, 1.57], [1.60, -0.10, -0.55], [-2.69, 4.26, 0.76], [-0.49, 0.16, -1.81], [0.55, -0.99, 0.03], [-0.92, 3.40, 2.27], [0.27, -0.18, 0.99], [-1.37, 0.29, -0.48], [0.20, 0.88, -2.55], [-1.10, -0.48, 1.24], [-0.96, -1.71, -0.41], [0.02, -1.30, 0.30], [1.86, 1.69, -1.14], [0.59, 1.69, -1.35], [1.30, 0.19, 0.64], [-0.98, 1.64, 1.45], [-1.88, 2.55, 0.80], [-1.23, -0.51, 0.75], [-0.45, 0.09, -0.22], [-0.97, -0.42, 0.84], [4.59, -1.02, -2.30], [-1.96, -1.61, -2.89], [1.03, -3.17, -1.67], [-3.18, -7.04, -0.81], [1.87, -3.00, 0.00], [10.83, -3.93, 6.09], [0.52, 0.46, -1.75], [-3.32, -1.94, 0.08], [0.60, 0.06, -1.13], [-2.60, -0.06, 1.06], [6.39, -9.49, 4.86], [2.84, 0.86, 1.51], [1.08, -0.56, 0.49], [1.23, 0.44, 1.20], [-0.53, 0.35, -0.27], [-4.90, -1.09, 2.51], [0.79, -1.27, 0.58], [-0.79, 0.03, 0.58], [-10.34, 3.40, -7.36], [-3.76, 1.42, -0.14], [0.11, -0.46, -0.08], [-0.22, 1.29, -3.40], [-2.51, -0.62, 1.63], [-0.73, -0.63, 0.57], [2.62, 0.00, 0.16], [-2.91, 6.21, 1.03], [-1.92, -0.34, 2.71], [-3.48, -0.37, -0.28], [2.65, -0.86, -1.15], [2.33, -2.67, 1.06], [2.50, 4.82, 2.09], [0.63, -1.55, -0.25], [-0.37, 0.80, 1.15], [0.43, 1.83, 0.01], [0.34, -1.70, 1.02], [-2.01, -1.43, 1.09], [-0.12, 0.06, 0.39], [1.70, -0.19, -1.28], [1.44, -0.33, -2.05], [-1.77, -1.07, 0.99], [1.93, 0.83, 3.68], [-1.28, -0.99, 0.99], [-1.09, 1.15, 0.31], [0.64, 1.42, -0.58], [0.87, 0.38, -0.88], [0.49, -0.86, -0.41], [0.22, -0.92, -0.81], [1.07, 0.29, 0.07], [-1.12, 1.38, -9.06], [0.53, 3.07, 2.18], [-1.02, 3.97, 4.73], [-2.94, 1.24, -0.44], [-1.03, 0.34, 0.37], [-0.17, -1.86, -0.32], [2.32, -4.91, -4.77], [1.44, -1.66, -4.14], [-0.33, 0.16, -0.36], [1.59, 0.77, 0.90], [3.65, 1.35, -0.89], [1.85, -0.19, -0.90], [-0.58, -0.06, -0.28], [-0.38, -0.38, -0.71], [-1.76, 5.87, 4.34], [0.94, 3.15, -0.03], [0.96, -0.79, -1.32], [0.15, -0.47, -0.83]],
  "homo_ev": -7.042,
  "e_lumo_ev": 2.72,
  "orbital_gap_ev": 9.76,
  "total_charge": -1,
  "e_above_lowest_kj_mol": 1073.0
}